Entry 1:
{"formula": "C11H17N7O4", "method": "ωB97M-V with the def2-TZVPD basis set", "orbital_gap_ev": 7.1, "smiles": "O=[N+]([O-])c1cc([N+](=O)[O-])c2nnnn2c1.CCN(CC)CC", "de_lowest_kcal_mol": 246.7, "largest_force_ev_per_a": 3.2, "lumo_energy_ev": -2.15, "total_energy_ha": -1113.31389, "charge": 0, "species": ["O", "N", "O", "C", "C", "C", "N", "O", "O", "C", "N", "N", "N", "N", "C", "H", "H", "C", "C", "N", "C", "C", "C", "C", "H", "H", "H", "H", "H", "H", "H", "H", "H", "H", "H", "H", "H", "H", "H"], "xyz": [[-0.564904, -4.331000, -0.526162], [-0.088105, -3.224061, -0.204495], [0.501739, -3.030152, 0.894075], [-0.149494, -2.092247, -1.098075], [-0.621337, -2.206878, -2.422341], [-0.338945, -1.214419, -3.351701], [-0.854710, -1.352139, -4.706946], [-0.699998, -0.448460, -5.543631], [-1.459161, -2.424643, -4.960659], [0.419768, -0.049064, -2.944568], [0.895244, 1.066931, -3.541061], [1.532874, 1.775031, -2.560644], [1.464311, 1.184715, -1.404938], [0.764083, 0.022282, -1.607791], [0.465125, -0.920750, -0.664751], [-1.189332, -3.091798, -2.695008], [0.836836, -0.721309, 0.318685], [-0.231241, 3.004540, 1.181993], [-0.344549, 1.914649, 2.222271], [0.004975, 0.582145, 1.656079], [-1.088967, -0.356454, 1.873511], [-2.294232, 0.070944, 1.063112], [1.276227, 0.119506, 2.267811], [2.438265, 0.803863, 1.574097], [-0.323812, 3.986636, 1.654226], [0.729448, 2.958592, 0.653161], [-1.033546, 2.909056, 0.438672], [0.333972, 2.141333, 3.062669], [-1.375397, 1.881198, 2.601158], [-0.740373, -1.332075, 1.520411], [-1.325173, -0.449203, 2.952071], [-3.111634, -0.633262, 1.236725], [-2.635050, 1.073844, 1.335315], [-2.045318, 0.060374, -0.005029], [1.272457, 0.365479, 3.346300], [1.362190, -0.972367, 2.163220], [3.344688, 0.205997, 1.733871], [2.265777, 0.918561, 0.494407], [2.607300, 1.804603, 1.993957]], "forces_ev_per_a": [[0.782, 2.626, 0.108], [0.191, -2.125, 2.404], [-1.204, -0.478, -2.374], [0.906, 1.674, -0.106], [0.196, 0.417, -0.844], [0.061, 0.028, 1.141], [-1.233, -0.831, -2.489], [0.041, -1.444, 2.134], [1.220, 2.041, 0.692], [0.240, 1.001, -0.355], [-0.176, -0.936, 0.921], [-0.891, -1.701, 0.504], [-0.296, 0.209, -1.219], [-0.482, -0.074, -0.333], [0.550, -0.779, -1.184], [0.180, 0.172, -0.175], [0.044, -0.178, -0.087], [-0.054, 0.334, -0.314], [0.297, -0.164, -0.269], [0.042, 0.361, 1.179], [0.195, 0.001, 0.118], [-0.268, -0.287, 0.021], [-0.518, 0.175, -0.154], [0.615, 0.051, 0.170], [-0.008, -0.012, -0.087], [-0.249, 0.004, 0.160], [0.209, 0.023, 0.066], [-0.320, -0.093, -0.144], [0.381, 0.078, 0.160], [-0.255, 0.086, 0.371], [-0.082, -0.053, -0.254], [-0.058, 0.123, -0.096], [-0.045, -0.200, -0.141], [-0.114, 0.099, 0.139], [0.081, -0.385, -0.225], [-0.152, 0.220, 0.070], [-0.025, 0.287, -0.031], [0.179, -0.080, 0.691], [0.019, -0.190, -0.171]]}

---

Entry 2:
{"formula": "C12H48O12", "method": "ωB97M-V with the def2-TZVPD basis set", "orbital_gap_ev": 10.4, "smiles": "CO.CO.CO.CO.CO.CO.CO.CO.CO.CO.CO.CO", "de_lowest_kcal_mol": 173.7, "largest_force_ev_per_a": 2.4, "lumo_energy_ev": 0.20, "total_energy_ha": -1388.57240, "charge": 0, "species": ["C", "O", "H", "H", "H", "H", "C", "O", "H", "H", "H", "H", "C", "O", "H", "H", "H", "H", "C", "O", "H", "H", "H", "H", "C", "O", "H", "H", "H", "H", "C", "O", "H", "H", "H", "H", "C", "O", "H", "H", "H", "H", "C", "O", "H", "H", "H", "H", "C", "O", "H", "H", "H", "H", "C", "O", "H", "H", "H", "H", "C", "O", "H", "H", "H", "H", "C", "O", "H", "H", "H", "H"], "xyz": [[-4.290116, -2.376743, -1.223747], [-4.338016, -3.744663, -1.561767], [-3.320506, -2.113333, -0.801167], [-4.464366, -1.713563, -2.071047], [-5.046116, -2.144803, -0.473567], [-3.496216, -4.050383, -1.907447], [1.489884, -0.612263, 5.473133], [1.238194, -1.720253, 4.700533], [0.821374, 0.208847, 5.214333], [1.641424, -0.888073, 6.516713], [2.450464, -0.276763, 5.082223], [0.650984, -2.306583, 5.183243], [5.734704, 1.441757, 0.860063], [4.688794, 0.753647, 1.536943], [6.278464, 0.694657, 0.281893], [5.174314, 2.197787, 0.310083], [6.411524, 1.894537, 1.584623], [5.130314, 0.038517, 2.000883], [-3.567766, 4.007067, -0.100317], [-3.199286, 3.869087, -1.462577], [-3.827796, 3.050147, 0.352223], [-2.746596, 4.437907, 0.472533], [-4.406736, 4.691387, 0.025853], [-2.931586, 4.758767, -1.704247], [3.130164, -0.738423, -4.143397], [4.475254, -1.112133, -4.481237], [2.382234, -1.416433, -4.554487], [3.021364, -0.809993, -3.061197], [2.945624, 0.320307, -4.325427], [4.671484, -0.672863, -5.311987], [-0.936106, -5.439713, 1.594983], [0.238544, -4.653993, 1.380083], [-1.901406, -5.068133, 1.251143], [-0.826466, -6.382483, 1.059023], [-0.960936, -5.813973, 2.618413], [0.301374, -4.044973, 2.119503], [0.530684, -4.507923, -3.030547], [0.294744, -3.480413, -2.115977], [0.507234, -4.146813, -4.058727], [1.590004, -4.727133, -2.896757], [-0.077086, -5.399353, -2.875427], [0.292674, -3.876483, -1.241497], [0.956344, 4.652027, -2.906467], [1.814554, 4.141897, -3.946567], [0.731594, 3.912507, -2.137897], [1.497004, 5.528387, -2.549037], [0.025974, 5.049887, -3.311717], [1.261844, 4.012527, -4.720757], [-1.962236, 0.362357, -4.663107], [-2.711506, 1.165427, -5.570597], [-0.968446, 0.156717, -5.060867], [-1.894776, 1.012917, -3.791147], [-2.479566, -0.568483, -4.430737], [-2.179836, 1.962797, -5.626777], [-0.219156, 0.143897, 0.803213], [0.485214, 0.990897, 1.707643], [-0.491406, -0.868023, 1.103203], [-1.170446, 0.672547, 0.742603], [0.277004, 0.238047, -0.162737], [1.340154, 0.572907, 1.833953], [2.665054, 4.590837, 3.749983], [1.279054, 4.311947, 4.035453], [3.247774, 3.670127, 3.720973], [2.972464, 5.087987, 2.829963], [2.986994, 5.265207, 4.543503], [0.929984, 3.825797, 3.284853], [-3.745896, -1.150183, 4.124953], [-5.014546, -1.309993, 3.587283], [-3.077706, -0.427593, 3.656443], [-3.749766, -0.876663, 5.180073], [-3.162726, -2.068953, 4.062853], [-5.397746, -2.183503, 3.695573]], "forces_ev_per_a": [[0.449, 0.411, 0.150], [-0.429, -0.392, 0.057], [0.096, 0.085, 0.102], [-0.055, -0.079, -0.247], [-0.058, -0.293, -0.026], [0.052, 0.287, -0.026], [1.501, 1.164, -0.391], [-0.864, -2.011, -0.862], [-0.453, 0.017, 0.772], [-0.411, 0.524, 0.178], [0.293, 0.340, 0.399], [-0.091, -0.040, -0.143], [-0.706, -0.257, 0.447], [-0.027, -0.366, 0.513], [0.132, 0.534, -0.602], [0.749, 0.008, -0.456], [0.112, 0.270, -0.100], [-0.329, -0.198, 0.213], [0.062, 0.266, 0.515], [-0.076, 0.009, 0.183], [0.050, -0.053, -0.363], [0.183, -0.109, 0.173], [-0.274, -0.063, -0.078], [0.082, -0.060, -0.434], [0.453, 0.003, 0.967], [-0.642, 0.229, -0.017], [0.004, 0.204, -0.417], [0.206, -0.267, 0.090], [-0.190, -0.062, -0.543], [0.152, -0.108, -0.057], [0.555, -1.455, 0.024], [-0.816, -0.024, -0.195], [0.161, 0.775, 0.226], [0.330, 0.089, -0.431], [-0.366, 0.486, 0.297], [0.128, 0.191, -0.054], [1.668, -0.187, -0.210], [-1.102, 0.795, 0.320], [-0.690, 0.150, 0.102], [0.170, -0.902, -0.182], [-0.124, 0.038, -0.165], [0.066, 0.108, 0.270], [0.582, 0.651, -0.723], [-0.653, -0.184, 0.178], [0.208, 0.048, 0.008], [-0.135, -0.187, 0.685], [-0.166, -0.206, -0.080], [0.158, -0.143, -0.065], [-0.123, 0.828, 0.267], [-0.002, -0.340, -0.532], [0.090, -0.219, 0.066], [0.415, -0.700, 0.659], [-0.067, 0.201, -0.131], [-0.318, 0.219, -0.304], [-0.930, 1.770, -0.328], [0.339, -0.890, 0.499], [0.733, -0.153, 0.271], [-0.227, -0.194, -0.469], [-0.177, -0.674, -0.181], [0.315, 0.193, 0.235], [0.039, -0.168, 0.683], [0.858, 0.466, -0.805], [0.080, -0.135, 0.481], [-0.991, 0.261, -0.457], [0.173, -0.336, 0.123], [-0.172, -0.170, -0.058], [1.367, -0.989, 0.993], [-0.790, 0.894, -0.868], [-0.780, 0.371, -0.643], [-0.300, 0.070, 0.219], [0.025, -0.333, 0.028], [0.497, -0.011, 0.248]]}